Below is a single C28H31N5O4 molecule, with properties calculated with ωB97M-V/def2-TZVPD.

## Properties
Largest force on an atom in Eh/bohr: 0.0200
HOMO in eV: -7.8
SMILES: [H]/N=c1\c(C(=O)NCCc2ccc(OC)c(OC)c2)cc2c(=O)n3ccccc3nc2n1C1CCCCC1
Orbital gap in eV: 7.3

```
68
Properties=species:S:1:pos:R:3:forces:R:3
C 3.016 -0.581 0.672 0.140 -0.196 0.129
O 2.340 0.488 0.067 -0.262 0.442 -0.038
C 1.732 1.409 0.876 0.082 -0.055 -0.146
C 1.635 1.321 2.251 0.181 -0.192 -0.246
C 0.928 2.276 2.971 -0.077 0.239 -0.023
C 0.337 3.349 2.333 0.225 0.008 0.240
C 0.480 3.471 0.952 0.233 -0.020 -0.120
C 1.150 2.513 0.213 0.081 -0.093 -0.087
O 1.291 2.533 -1.137 0.173 -0.247 0.387
C 0.565 3.498 -1.864 -0.174 0.197 -0.132
H -0.502 3.452 -1.630 0.040 -0.006 0.005
H 0.941 4.509 -1.672 -0.002 -0.036 -0.001
H 0.720 3.250 -2.912 -0.023 0.050 0.029
H 0.027 4.314 0.457 -0.094 0.053 -0.136
C -0.572 4.292 3.075 -0.092 -0.080 -0.132
H -0.290 5.331 2.899 0.003 0.054 0.093
H -0.500 4.094 4.146 0.049 0.049 0.014
C -2.032 4.081 2.605 -0.017 0.251 0.024
N -2.268 2.689 2.294 -0.283 -0.161 0.341
C -2.170 2.270 1.000 -0.320 -0.037 0.216
O -2.426 3.040 0.085 0.025 0.107 -0.127
C -1.720 0.870 0.780 0.224 -0.298 0.274
C -1.335 0.055 1.793 -0.236 0.292 -0.334
C -0.738 -1.201 1.535 0.100 -0.250 -0.165
C -0.471 -1.572 0.204 0.131 -0.382 0.947
N -0.843 -0.776 -0.812 0.267 -0.217 0.164
C -1.578 0.405 -0.612 -0.579 0.600 -0.097
N -2.068 0.954 -1.646 -0.163 0.107 -0.234
H -2.560 1.820 -1.449 0.163 -0.155 0.379
C -0.478 -1.177 -2.171 -0.070 0.111 -0.705
C -1.697 -1.609 -2.986 0.093 -0.249 -0.047
C -1.237 -2.131 -4.344 -0.138 0.191 -0.014
C -0.438 -1.063 -5.085 0.217 -0.279 -0.016
C 0.761 -0.619 -4.253 -0.203 0.163 -0.023
C 0.297 -0.083 -2.903 0.278 -0.131 -0.021
H -0.358 0.773 -3.053 0.130 0.001 -0.025
H 1.147 0.233 -2.296 -0.011 0.041 0.029
H 1.434 -1.468 -4.103 0.102 -0.057 -0.042
H 1.316 0.156 -4.784 0.089 -0.022 0.007
H -0.102 -1.452 -6.049 -0.045 0.056 -0.059
H -1.082 -0.202 -5.273 -0.049 0.075 -0.068
H -2.105 -2.426 -4.937 0.010 -0.090 0.005
H -0.612 -3.017 -4.201 0.031 -0.105 -0.047
H -2.355 -0.751 -3.116 -0.013 -0.120 0.005
H -2.240 -2.389 -2.447 -0.062 -0.014 0.049
H 0.178 -2.043 -2.045 -0.150 0.243 -0.126
N 0.161 -2.727 -0.082 -0.063 0.120 -0.406
C 0.521 -3.526 0.885 -0.072 0.121 0.148
N 0.302 -3.252 2.221 0.043 -0.025 -0.537
C 0.692 -4.117 3.194 0.268 -0.571 0.599
C 1.314 -5.286 2.901 -0.155 0.279 0.165
C 1.563 -5.609 1.548 -0.113 0.263 -0.276
C 1.175 -4.749 0.570 0.176 -0.363 0.248
H 1.339 -4.947 -0.476 0.002 0.006 -0.100
H 2.057 -6.536 1.303 0.045 -0.078 -0.080
H 1.611 -5.954 3.691 -0.009 0.002 0.123
H 0.462 -3.786 4.197 0.001 0.010 -0.070
C -0.342 -2.031 2.623 -0.178 0.396 -0.089
O -0.486 -1.804 3.811 0.010 -0.027 0.045
H -1.444 0.298 2.840 0.021 0.098 0.026
H -1.997 2.049 3.023 0.035 0.002 -0.191
H -2.228 4.638 1.687 -0.030 -0.026 0.180
H -2.733 4.410 3.376 0.035 0.072 -0.115
H 0.838 2.161 4.042 -0.037 0.008 0.131
H 2.079 0.495 2.784 0.064 -0.129 -0.004
H 2.342 -1.206 1.269 -0.007 0.023 0.009
H 3.420 -1.176 -0.146 -0.003 -0.007 0.076
H 3.836 -0.232 1.309 -0.040 -0.008 -0.007
```
Positions in Å, forces in eV/Å.

Atom charges from the Löwdin analysis, given in e for atoms 1 to 4: number 1, C, carries -0.077; number 2, O, carries -0.074; number 3, C, carries -0.200; number 4, C, carries -0.016